Below is C10H26Br6O9P2S as an isolated structure, with properties calculated with the ωB97M-V functional and the def2-TZVPD basis.

Summary:
Highest occupied orbital energy   -9.0 eV

```
! wB97M-V def2-TZVPD RIJCOSX def2/J DEFGRID3
* xyz 0 1
C -23.103 -3.647 2.016
O -21.863 -3.286 1.435
P -21.372 -3.636 0.003
O -22.249 -4.448 -0.804
O -21.189 -2.231 -0.705
C -20.283 -1.271 -0.248
O -19.922 -4.208 0.090
C -19.646 -5.449 -0.687
H -23.926 -3.712 1.313
H -23.352 -2.849 2.713
H -23.007 -4.587 2.575
H -20.369 -1.249 0.855
H -20.554 -0.261 -0.614
H -19.263 -1.474 -0.509
H -20.181 -6.260 -0.209
H -18.569 -5.672 -0.627
H -19.975 -5.249 -1.695
C -18.854 -9.347 3.240
O -18.173 -8.300 2.590
P -16.973 -8.342 1.538
O -17.105 -7.379 0.412
O -16.832 -9.822 1.132
C -15.885 -10.779 1.571
O -15.729 -7.956 2.456
C -14.487 -7.398 1.906
H -19.427 -9.999 2.588
H -19.467 -8.782 3.937
H -18.139 -9.957 3.832
H -14.948 -10.227 1.500
H -15.951 -11.660 0.937
H -16.009 -11.039 2.629
H -14.411 -7.419 0.843
H -13.680 -7.954 2.361
H -14.432 -6.378 2.245
C -12.216 -2.326 1.680
Br -10.980 -1.151 2.411
Br -11.505 -4.082 1.823
Br -12.651 -1.831 -0.142
H -13.083 -2.189 2.313
C -16.324 -4.299 2.711
Br -15.086 -4.325 4.161
Br -16.078 -3.087 1.218
Br -18.030 -3.848 3.412
H -16.341 -5.319 2.377
C -16.567 -5.377 7.862
S -15.425 -6.610 7.159
O -15.255 -7.626 8.223
C -16.609 -7.366 5.999
H -16.104 -4.902 8.711
H -17.440 -5.902 8.278
H -16.851 -4.623 7.141
H -16.179 -8.228 5.472
H -16.817 -6.625 5.213
H -17.537 -7.559 6.497
*
```